[1]
Below is C18H15CoN7O as an isolated structure in a non-equilibrium geometry, with properties calculated with ωB97M-V with the def2-TZVPD basis set.

<S²>	3.758
orbital gap (spin up / spin down)	8.31 / 8.25	eV
spin multiplicity	4
LUMO energy (spin up / spin down)	-0.010 / -0.015	Eh

Each line ends with the Löwdin charge.
Positions of all 42 atoms, in Å:
Co 7.9585 11.9705 9.0644  0.69
N 5.9640 5.5043 6.5916  0.16
C 6.1538 6.2510 7.4422  -0.19
C 6.5664 7.5034 7.9592  -0.27
C 6.1357 8.0459 9.1623  -0.07
C 6.4821 9.3015 9.5140  -0.13
C 7.5253 9.9953 8.8050  -0.20
C 7.9869 9.3738 7.6386  -0.13
C 7.5393 8.1121 7.2031  -0.04
H 5.4117 7.4097 9.6794  0.12
H 5.9763 9.7902 10.3323  0.09
H 8.7233 9.8436 6.9473  0.09
H 8.0627 7.5224 6.4785  0.11
N 6.4790 13.3771 8.7670  0.13
C 6.5928 14.5165 8.5094  -0.20
C 6.6450 15.8713 8.1760  -0.27
C 6.9562 16.1247 6.8129  -0.25
N 7.0621 16.3888 5.6885  0.13
C 6.2461 16.8248 9.1670  -0.24
N 5.8375 17.5891 9.9302  0.13
C 9.3045 13.8047 14.8378  -0.03
C 9.2223 13.4403 13.3967  -0.24
C 8.9251 14.3675 12.3864  0.01
C 8.5807 13.8547 11.1385  -0.10
N 8.5451 12.5453 10.8776  -0.06
C 8.8907 11.6389 11.8077  -0.09
C 9.2921 12.0875 13.0517  -0.02
H 8.2984 13.5673 15.1507  0.10
H 9.3971 14.8429 15.0571  0.08
H 9.9373 13.2039 15.4021  0.06
H 8.8817 15.4306 12.5507  0.12
H 8.3174 14.6023 10.3429  0.12
H 8.7050 10.5896 11.4646  0.13
H 9.4440 11.3068 13.8270  0.13
N 9.6631 14.5401 6.5818  0.18
C 9.0168 13.3614 6.5097  -0.63
N 8.2021 13.1743 5.4599  0.21
O 9.1494 12.5143 7.4421  -0.09
H 9.2661 15.3541 6.1498  0.07
H 10.4956 14.6708 7.1539  0.13
H 8.0239 13.9092 4.8077  0.10
H 7.6630 12.3134 5.6371  0.14



[2]
Below is C5H9N2P as an isolated structure in a non-equilibrium geometry, with properties calculated with ωB97M-V with the def2-TZVPD basis set.

orbital gap (spin up / spin down)	7.47 / 7.65	eV
LUMO energy (spin up / spin down)	-0.002 / 0.016	Eh

Each line ends with the Löwdin charge.
Positions of all 17 atoms, in Å:
C 0.9258 -1.4457 0.8620  -0.10
C -0.5829 1.1511 -0.6679  -0.29
C 0.6355 -0.9003 -0.5334  -0.26
C 1.5608 -0.1196 0.3986  -0.27
C -0.7264 -0.3133 -0.8878  -0.53
N -0.2276 1.1815 0.7994  -0.19
N 1.0159 0.9552 1.1698  0.02
P -1.8572 -0.5615 0.5935  0.87
H 0.0259 -1.4899 1.4843  0.01
H 1.6162 -2.3534 0.8822  0.12
H 0.2880 1.7104 -1.3683  0.16
H -1.5285 1.8430 -0.8872  0.13
H 1.0405 -1.3472 -1.3096  0.08
H 2.6554 0.0526 0.1132  0.16
H -1.0778 -0.6190 -1.7770  0.06
H -0.7747 1.9190 1.1738  0.11
H -2.9890 0.3372 -0.0456  -0.08



[3]
Below is a 3-piece molecular cluster, C24H39BrNO9P3S overall in a non-equilibrium geometry, with properties calculated with ωB97M-V with the def2-TZVPD basis set.

SMILES	O=[PH2]c1ccc(Br)c2c1Nc1ccccc1S2.CCOP(=O)(OCC)OCC.CCOP(=O)(OCC)OCC
orbital gap	7.99	eV
LUMO energy	-0.011	Eh

Each line ends with the Löwdin charge.
Positions of all 78 atoms, in Å:
O 2.0530 -3.5630 0.6481  -0.45
P 3.2019 -2.6215 0.7480  0.73
C 2.8053 -0.9075 0.3160  -0.28
C 3.8175 -0.1338 -0.3047  -0.10
C 3.6436 1.1666 -0.7144  -0.12
C 2.3960 1.7872 -0.4986  -0.67
Br 2.0654 3.5852 -1.0723  0.75
C 1.3891 1.0726 0.1082  -0.47
C 1.5693 -0.3056 0.5378  -0.23
N 0.5041 -1.0319 1.1485  0.07
C -0.7131 -0.9571 0.3776  -0.23
C -1.3520 -2.1551 0.0591  0.00
C -2.5234 -2.0672 -0.7033  -0.08
C -3.0526 -0.8532 -1.1020  -0.09
C -2.4170 0.3581 -0.7933  -0.09
C -1.2472 0.2825 -0.0552  -0.43
S -0.2749 1.7458 0.3657  0.96
H 4.1913 -3.0170 -0.1958  0.02
H 3.8534 -2.6887 2.0112  0.02
H 4.7829 -0.6134 -0.4960  0.10
H 4.4446 1.7092 -1.2199  0.11
H 0.7551 -1.9855 1.3965  0.09
H -0.9265 -3.0979 0.4064  0.12
H -3.0255 -2.9943 -0.9892  0.11
H -3.9621 -0.8238 -1.7054  0.10
H -2.8225 1.3177 -1.1201  0.12
O -2.1511 1.2002 -5.0753  -0.22
P -1.7855 0.1409 -6.0632  0.59
O -2.2422 -1.2290 -5.2898  -0.21
C -3.6324 -1.5330 -5.2115  -0.29
C -4.2280 -1.8918 -6.5628  -0.08
O -0.1616 0.0840 -5.8122  -0.21
C 0.4927 1.1254 -5.0860  -0.29
C 0.5179 0.8360 -3.5976  -0.07
O -1.5453 -0.6724 -7.4967  -0.20
C -1.7649 0.0877 -8.7019  -0.28
C -0.8717 1.3115 -8.7878  -0.08
H -4.1690 -0.6885 -4.7673  0.11
H -3.7300 -2.3827 -4.5350  0.12
H -4.2429 -1.0235 -7.2276  0.06
H -5.2546 -2.2436 -6.4490  0.08
H -3.6418 -2.6706 -7.0493  0.08
H 0.0267 2.0890 -5.2933  0.10
H 1.5163 1.1911 -5.4618  0.12
H -0.4405 0.4659 -3.2315  0.07
H 0.7757 1.7320 -3.0304  0.04
H 1.2526 0.0606 -3.3682  0.08
H -2.8174 0.3823 -8.7541  0.11
H -1.5662 -0.5781 -9.5411  0.12
H -1.0859 2.0214 -7.9812  0.07
H -1.0236 1.8291 -9.7355  0.08
H 0.1772 1.0289 -8.6983  0.09
O 0.2844 1.8377 7.5001  -0.22
P 0.6705 0.7416 6.5624  0.59
O 0.1708 -0.5970 7.3653  -0.21
C -1.2261 -0.8813 7.4015  -0.29
C -1.7749 -1.2787 6.0407  -0.08
O 2.2868 0.6776 6.8733  -0.22
C 2.9269 1.7360 7.5852  -0.30
C 2.9042 1.5016 9.0850  -0.08
O 0.9499 -0.1198 5.1700  -0.19
C 0.7791 0.6033 3.9290  -0.28
C 1.6877 1.8000 3.8301  -0.07
H -1.7674 -0.0160 7.7962  0.11
H -1.3607 -1.7059 8.1018  0.12
H -1.7530 -0.4338 5.3468  0.06
H -2.8098 -1.6139 6.1269  0.08
H -1.1813 -2.0808 5.6032  0.08
H 2.4781 2.6957 7.3286  0.10
H 3.9629 1.7783 7.2413  0.11
H 1.9319 1.1551 9.4338  0.07
H 3.1549 2.4180 9.6231  0.08
H 3.6240 0.7297 9.3634  0.07
H -0.2696 0.8990 3.8309  0.11
H 1.0008 -0.0659 3.1103  0.08
H 1.4669 2.5523 4.5966  0.08
H 1.5685 2.2660 2.8507  0.06
H 2.7341 1.5202 3.9597  0.09



[4]
Below is a 10-piece molecular cluster, H20O10 overall in a non-equilibrium geometry, with properties calculated with ωB97M-V with the def2-TZVPD basis set.

SMILES	O.O.O.O.O.O.O.O.O.O
orbital gap	11.19	eV
LUMO energy	0.004	Eh

Each line ends with the Löwdin charge.
Positions of all 30 atoms, in Å:
O -2.4768 -1.2360 0.7810  -0.03
H -2.8104 -1.8316 1.4668  0.07
H -3.0547 -0.4800 0.6684  0.06
O -0.0168 1.3880 -0.2454  -0.06
H 0.1695 0.8213 -1.0207  -0.01
H 0.8917 1.5503 0.0500  0.04
O 1.1977 -2.3554 1.5976  -0.08
H 0.4253 -1.8343 1.2821  0.03
H 1.9337 -1.7468 1.7627  0.02
O -2.6520 3.4524 -0.6530  -0.08
H -3.3294 2.8032 -0.4192  0.02
H -2.0285 2.7251 -0.9292  0.03
O 0.9894 -0.1690 -2.2234  -0.05
H 1.0500 -1.1124 -2.0579  0.05
H 0.6168 0.1222 -3.0501  0.04
O 1.9454 0.1237 2.0772  -0.04
H 1.2240 0.5926 1.6577  0.00
H 1.7710 -0.0271 3.0093  0.06
O 4.1151 0.1516 -0.9119  -0.06
H 4.4313 -0.7576 -0.9986  0.04
H 3.9052 0.3636 -1.8265  0.02
O -0.9973 1.2796 3.0310  -0.05
H -0.6186 1.8821 3.6731  0.04
H -0.8103 1.5028 2.1155  0.00
O -1.6589 -0.0488 -2.7042  -0.05
H -1.4136 -0.0309 -3.6282  0.04
H -1.3908 -0.8435 -2.2328  0.02
O -0.4437 -2.4388 -0.6226  -0.08
H 0.2175 -2.8080 -0.0163  0.01
H -1.1270 -2.0951 -0.0019  0.00



[5]
Below is C3H3NO as an isolated structure in a non-equilibrium geometry, with properties calculated with ωB97M-V with the def2-TZVPD basis set.

orbital gap	8.81	eV
LUMO energy	0.015	Eh

Each line ends with the Löwdin charge.
Positions of all 8 atoms, in Å:
O 0.4439 1.3768 0.2746  -0.06
C -0.7057 0.7905 0.1074  -0.30
C -0.7090 -0.5593 -0.0195  -0.15
N 0.5351 -1.2379 0.3633  0.11
C 1.3024 -0.3488 0.0693  0.06
H -1.6442 1.3471 0.1293  0.12
H -1.4351 -1.2124 -0.4605  0.09
H 2.2126 -0.1560 -0.4639  0.12



[6]
Below is an isolated ion of composition C3H3N2O4P and charge -2 in a non-equilibrium geometry, with properties calculated with ωB97M-V with the def2-TZVPD basis set.

<S²>	2.019
net charge	-2
orbital gap (spin up / spin down)	3.16 / 4.76	eV
spin multiplicity	3
LUMO energy (spin up / spin down)	0.231 / 0.187	Eh

Each line ends with the Löwdin charge.
Positions of all 13 atoms, in Å:
C -0.1687 -0.4473 0.2753  -0.07
C 0.1447 0.0296 -1.0182  -0.37
C -0.9106 0.4418 0.9071  -0.41
N -0.4140 1.1540 -1.1692  0.04
N -1.3574 0.6633 2.2486  0.05
O 1.8469 -0.4538 -2.9974  -0.47
O 2.5468 -0.1440 -0.5384  -0.42
O 1.2714 -2.3085 -1.2965  -0.46
O -1.0858 1.5023 0.0236  -0.12
P 1.6479 -0.8694 -1.5636  0.03
H 0.2619 -1.4476 0.5861  0.11
H -2.2946 0.2178 2.3941  0.05
H -1.4886 1.6618 2.1485  0.04



[7]
Below is the molecule C3H8N2OS2 in a non-equilibrium geometry, with properties calculated with ωB97M-V with the def2-TZVPD basis set.

SMILES	CCN(S)C(=O)NS
orbital gap	9.49	eV
LUMO energy	0.011	Eh

Each line ends with the Löwdin charge.
Positions of all 16 atoms, in Å:
C -0.9469 1.5807 0.6790  -0.07
C -0.4169 0.8249 -0.5619  -0.32
C 0.4541 -1.5377 0.3313  -0.59
H -0.1916 1.4443 1.4519  0.07
H -1.9107 1.1054 1.0374  0.09
H -0.8980 2.5926 0.3293  0.06
H -0.9541 1.0568 -1.5223  0.12
H 0.6132 1.0957 -0.8350  0.00
H -2.4866 -1.5757 0.2492  -0.10
H 2.3393 -1.2170 1.1306  0.04
H 2.0416 0.9869 -1.1543  0.00
N -0.4304 -0.6468 -0.3674  -0.42
N 1.7500 -0.9664 0.4089  -0.42
O 0.2442 -2.7089 0.7048  0.02
S -1.8502 -1.4856 -0.9898  0.80
S 2.6429 -0.5492 -0.8917  0.73



[8]
Below is an isolated ion of composition C3H7NOS and charge -1 in a non-equilibrium geometry, with properties calculated with ωB97M-V with the def2-TZVPD basis set.

<S²>	0.754
net charge	-1
orbital gap (spin up / spin down)	3.19 / 6.24	eV
spin multiplicity	2
LUMO energy (spin up / spin down)	0.120 / 0.117	Eh

Each line ends with the Löwdin charge.
Positions of all 13 atoms, in Å:
O 1.0616 -1.7358 -1.7382  -0.24
C 0.8893 -1.7042 -0.4785  -0.47
C 0.5633 -0.4429 0.3280  -0.55
C -0.3074 0.4637 -0.5875  -0.58
S -0.8806 1.9183 0.2866  0.64
N -0.0434 -0.6511 1.6325  -0.01
H 0.4067 -2.5822 0.0461  0.04
H 1.4725 0.1682 0.5385  0.11
H -1.1020 -0.1504 -1.0059  0.07
H 0.3766 0.7096 -1.3993  0.06
H -1.8895 2.1853 -0.5570  -0.18
H -1.0345 -0.6992 1.5189  0.05
H 0.6696 -0.8712 2.2937  0.05



| no. | calculated total energy (Ha) |
| --- | --- |
| 1 | -2536.18631 |
| 2 | -646.55701 |
| 3 | -5666.15926 |
| 4 | -764.35953 |
| 5 | -245.97437 |
| 6 | -867.77410 |
| 7 | -1100.15034 |
| 8 | -646.62074 |